A cluster of 8 separate species, C26H62NO22S5 in total at a distorted geometry, computed with ωB97M-V/def2-TZVPD.

XYZ file:
```
116
C26H62NO22S5, DFT ωB97M-V/def2-TZVPD
C 8.7077 -38.7338 35.4752
N 9.5662 -37.8574 34.6851
C 8.8595 -36.5271 34.2742
C 10.7779 -37.6563 35.4126
C 9.8901 -38.6386 33.3424
C 8.7747 -38.8532 32.3271
O 9.1537 -39.7648 31.3088
H 9.3396 -39.7186 35.5462
H 7.7504 -38.7773 34.9653
H 8.6796 -38.3575 36.5174
H 7.9927 -36.6728 33.8807
H 9.6439 -36.1391 33.4628
H 8.7525 -35.9675 35.2085
H 11.3055 -38.5119 35.5709
H 10.4001 -37.2667 36.3441
H 11.4864 -36.7481 35.1555
H 10.3521 -39.5736 33.5790
H 10.7950 -38.0456 32.7828
H 8.5053 -38.1663 31.5935
H 7.8046 -39.2822 32.7769
H 9.6123 -39.2360 30.6800
O 11.2893 -40.7925 27.2541
S 11.5491 -39.6108 28.0436
O 12.2788 -38.4449 27.3884
O 10.0754 -38.8924 28.6122
C 9.2505 -38.6055 27.5730
C 8.0717 -37.8424 28.1842
C 12.4859 -40.0127 29.4259
H 8.8829 -39.4531 26.7775
H 9.6494 -37.9447 26.8846
H 7.3277 -37.5223 27.4927
H 8.2986 -36.8095 28.7801
H 7.3699 -38.3103 28.8788
H 12.2605 -39.0778 30.0380
H 13.5476 -40.1323 29.1629
H 11.9650 -40.9322 29.9480
O 10.6344 -36.8876 30.6951
S 10.9338 -35.5453 30.2359
O 10.5855 -35.1839 28.9436
O 10.1936 -34.4871 31.2306
C 8.7712 -34.4824 31.4576
C 8.2085 -33.2353 32.2705
C 12.5984 -35.2256 30.5033
H 8.3837 -35.4075 31.7610
H 8.4325 -34.2622 30.4213
H 7.1561 -33.3254 32.2455
H 8.5470 -32.4872 31.6967
H 8.6292 -33.2895 33.2549
H 12.7859 -35.1320 31.5682
H 12.5707 -34.1437 30.3306
H 13.2303 -35.9992 29.7541
O 10.8156 -43.8738 31.1411
S 12.0016 -43.7505 31.9080
O 12.5399 -44.8918 32.5054
O 13.1198 -42.9951 30.9678
C 13.9833 -43.9555 30.2969
C 15.0626 -43.2758 29.5702
C 11.8583 -42.5383 33.2428
H 13.4238 -44.6640 29.9317
H 14.7114 -44.4284 31.2526
H 14.8661 -43.1114 28.4397
H 15.8882 -43.8764 29.3606
H 15.5094 -42.4278 30.0487
H 11.7865 -41.6007 32.8904
H 12.7556 -42.8073 34.0302
H 10.9520 -42.7387 33.6042
O 3.6069 -39.9762 29.4039
S 4.5247 -40.9561 28.8005
O 5.6614 -40.4541 28.1176
O 5.1312 -41.8722 30.1255
C 6.3049 -41.4828 30.6944
C 6.6508 -42.1114 32.0291
C 3.6274 -41.9370 27.8306
H 6.4645 -40.3762 30.7475
H 6.9273 -41.7869 30.0049
H 6.1893 -43.1814 32.0508
H 6.2761 -41.7121 32.9676
H 7.6691 -42.1333 32.3074
H 2.7947 -42.3650 28.3886
H 4.3636 -42.7204 27.3818
H 3.2404 -41.4489 26.9915
O 4.9898 -33.7252 37.0161
S 5.9354 -34.4365 36.1792
O 7.3514 -33.8387 35.9543
O 6.2652 -35.8858 36.8331
C 5.9662 -36.0951 38.2094
C 6.4921 -37.4467 38.8011
C 5.2824 -34.8449 34.6390
H 4.8592 -35.9805 38.4555
H 6.4879 -35.2434 38.7165
H 7.4868 -37.3349 38.6982
H 6.0832 -38.1598 38.3228
H 6.3067 -37.7704 39.7289
H 4.9170 -34.0013 34.1085
H 4.3269 -35.2692 34.8752
H 5.8886 -35.5212 33.8371
C 16.1218 -39.4021 34.2257
C 15.2661 -40.6639 33.9309
O 14.2156 -40.1212 33.1670
C 14.2659 -38.7487 33.0496
O 13.3864 -37.9997 32.6119
O 15.3938 -38.3957 33.5858
H 17.2113 -39.5202 33.6695
H 16.2303 -39.3529 35.3130
H 14.9904 -40.9040 34.7187
H 15.8562 -41.4322 33.4441
C 3.5620 -38.5948 35.9608
C 4.5881 -39.7360 35.9950
O 5.3611 -39.4325 34.8501
C 4.9884 -38.2635 34.3312
O 5.4482 -37.7473 33.3583
O 4.0397 -37.7018 34.9724
H 3.5989 -38.1495 36.9191
H 2.5429 -38.8804 35.9933
H 4.1852 -40.6977 35.7842
H 5.0835 -39.6154 36.9508
```

**Total charge**: +1
**Highest occupied orbital energy**: -0.43550 Eh
**Relative energy (zero: lowest compared OMol25 entry of this formula, charge and spin)**: 32.67 kcal/mol

=====

An isolated molecule of CH2N2O2S at a distorted geometry, computed with ωB97M-V/def2-TZVPD.

XYZ file:
```
8
CH2N2O2S, DFT ωB97M-V/def2-TZVPD
N -1.9270 1.9360 0.0583
C -1.4603 0.8985 0.0544
S -0.2457 -0.7081 0.0035
N 1.3214 -0.1554 0.0248
O -0.4644 -1.2584 -1.2917
O -0.4565 -1.3362 1.2113
H 1.5552 0.5315 0.7835
H 1.6774 0.0921 -0.8440
```

**Highest occupied orbital energy**: -0.45629 Eh
**SMILES string**: N#CS(N)(=O)=O
**Relative energy (zero: lowest compared OMol25 entry of this formula, charge and spin)**: 86.87 kcal/mol

=====

| no. | energy (eV) | orbital gap (eV) | lowest unoccupied orbital energy (eV) |
| --- | --- | --- | --- |
| 1 | -128656.6239 | 9.545 | -2.3 |
| 2 | -18977.5614 | 12.293 | -0.1 |